(1)
Computed, not measured: C51H43AsN3O7P2S2SiW as an isolated structure at a distorted geometry, with the ωB97M-V functional and the def2-TZVPD basis.

Output
Relative energy (zero: lowest compared OMol25 entry of this formula, charge and spin) in eV: 1.013
Kohn-Sham gap (alpha / beta) in eV: 6.6 / 6.4
DFT total energy in eV: -183179.73701
2S+1: 3
HOMO (alpha / beta) in eV: -4.5 / -4.8
Lowest unoccupied orbital energy (alpha / beta) in eV: 2.101 / 1.571
Net charge: -1

CARTESIAN COORDINATES (ANGSTROEM)
W1 1.102 -0.823 0.696
C1 2.274 2.847 -0.156
Si1 0.796 1.810 0.433
C2 -0.473 2.955 -0.520
C3 -0.601 4.258 -0.007
C4 -1.172 5.290 -0.724
C5 -1.653 5.057 -2.012
C6 -1.594 3.776 -2.520
C7 -1.020 2.726 -1.787
P1 -1.075 1.011 -2.404
C8 -0.730 1.228 -4.200
C9 0.343 2.043 -4.573
C10 0.781 2.092 -5.887
C11 0.168 1.311 -6.858
C12 -0.889 0.489 -6.499
C13 -1.333 0.449 -5.184
C14 -2.875 0.681 -2.362
C15 -3.281 -0.618 -2.677
C16 -4.607 -1.001 -2.559
C17 -5.553 -0.096 -2.091
C18 -5.158 1.190 -1.756
C19 -3.830 1.575 -1.892
C20 0.576 2.157 2.339
C21 1.098 3.308 2.942
C22 1.084 3.507 4.313
C23 0.552 2.539 5.155
C24 -0.002 1.393 4.609
C25 0.005 1.222 3.231
P2 -0.860 -0.085 2.291
C26 -2.400 0.950 2.215
C27 -3.214 0.918 3.347
C28 -4.336 1.726 3.428
C29 -4.671 2.563 2.371
C30 -3.878 2.581 1.236
C31 -2.743 1.783 1.165
C32 -1.712 -1.690 2.522
C33 -2.872 -1.844 1.754
C34 -3.433 -3.106 1.618
C35 -2.869 -4.205 2.247
C36 -1.738 -4.041 3.031
C37 -1.158 -2.789 3.170
H1 1.956 3.846 -0.461
H2 2.738 2.370 -1.023
H3 3.043 2.939 0.607
H4 -0.241 4.465 0.995
H5 -1.237 6.279 -0.287
H6 -2.079 5.863 -2.597
H7 -1.999 3.569 -3.504
H8 0.842 2.647 -3.825
H9 1.609 2.738 -6.151
H10 0.521 1.333 -7.881
H11 -1.369 -0.134 -7.243
H12 -2.160 -0.201 -4.930
H13 -2.544 -1.344 -2.990
H14 -4.897 -2.013 -2.812
H15 -6.585 -0.398 -1.970
H16 -5.883 1.899 -1.376
H17 -3.539 2.583 -1.618
H18 1.555 4.063 2.310
H19 1.501 4.416 4.729
H20 0.562 2.678 6.228
H21 -0.430 0.636 5.254
H22 -2.972 0.256 4.170
H23 -4.951 1.702 4.319
H24 -5.547 3.197 2.436
H25 -4.140 3.214 0.397
H26 -2.131 1.809 0.284
H27 -3.318 -1.017 1.227
H28 -4.314 -3.222 0.997
H29 -3.302 -5.188 2.115
H30 -1.284 -4.892 3.522
H31 -0.265 -2.688 3.771
N1 5.541 0.917 0.628
C38 4.312 0.294 0.569
S1 3.173 0.594 1.811
N2 4.086 -0.467 -0.457
N3 2.877 -1.102 -0.434
C39 1.991 -0.641 -1.388
C40 1.129 -1.665 -2.076
C41 1.488 -2.288 -3.259
C42 0.715 -3.317 -3.779
C43 -0.424 -3.729 -3.099
C44 -0.827 -3.076 -1.942
C45 -0.069 -2.023 -1.460
O1 -0.457 -1.277 -0.389
H32 5.799 1.271 1.533
H33 6.273 0.454 0.113
H34 2.528 0.064 -2.024
H35 2.404 -1.993 -3.755
H36 1.022 -3.818 -4.688
H37 -1.002 -4.567 -3.466
H38 -1.718 -3.371 -1.400
O2 2.096 -5.381 1.202
As1 2.495 -3.882 0.397
O3 2.844 -4.269 -1.146
O4 1.116 -2.902 0.725
C46 4.027 -3.196 1.367
C47 5.252 -3.386 0.746
C48 6.410 -2.871 1.315
C49 6.348 -2.147 2.494
C50 5.130 -1.953 3.131
C51 3.980 -2.476 2.566
S2 2.451 -2.325 3.461
O5 1.882 -3.654 3.415
O6 2.691 -1.788 4.770
O7 1.584 -1.340 2.695
H39 1.717 -5.144 2.064
H40 5.276 -3.928 -0.192
H41 7.365 -3.030 0.829
H42 7.250 -1.727 2.921
H43 5.053 -1.402 4.059

***

(2)
Computed, not measured: C18H18ClCoN3O4Sb as an isolated structure at a distorted geometry, with the ωB97M-V functional and the def2-TZVPD basis.

Output
Kohn-Sham gap (alpha / beta) in eV: 8.9 / 8.9
DFT total energy in eV: -88291.66278
2S+1: 4
HOMO (alpha / beta) in eV: -12.4 / -12.7
Lowest unoccupied orbital energy (alpha / beta) in eV: -3.414 / -3.780
Net charge: +1

CARTESIAN COORDINATES (ANGSTROEM)
Co1 0.180 -0.086 -0.195
C1 -2.788 -1.403 -0.944
C2 -2.788 -0.556 0.297
C3 -3.969 -0.394 1.086
C4 -3.995 0.425 2.184
C5 -2.781 1.089 2.476
C6 -1.627 0.876 1.694
N1 -1.649 0.104 0.635
Sb1 0.388 1.681 2.084
C7 1.515 -0.158 1.887
C8 2.541 -0.369 2.794
C9 3.005 -1.643 3.055
C10 2.456 -2.696 2.298
C11 1.409 -2.457 1.427
C12 0.759 -3.558 0.682
N2 0.965 -1.179 1.189
C13 0.899 2.431 0.119
C14 1.521 3.680 -0.034
C15 1.632 4.249 -1.325
C16 1.033 3.530 -2.377
C17 0.395 2.304 -2.168
C18 -0.286 1.637 -3.316
N3 0.379 1.758 -0.921
H1 -3.759 -1.893 -1.220
H2 -2.476 -0.692 -1.776
H3 -1.996 -2.161 -0.831
H4 -4.849 -0.895 0.703
H5 -4.935 0.544 2.745
H6 -2.700 1.791 3.372
H7 3.005 0.516 3.222
H8 3.771 -1.794 3.839
H9 2.655 -3.751 2.437
H10 0.992 -4.522 1.134
H11 -0.329 -3.517 0.818
H12 1.009 -3.536 -0.372
H13 1.972 4.209 0.828
H14 2.165 5.186 -1.450
H15 0.970 3.892 -3.402
H16 -1.223 2.107 -3.606
H17 0.395 1.486 -4.158
H18 -0.627 0.574 -3.001
O1 1.494 -0.864 -3.742
Cl1 1.371 -1.418 -2.432
O2 1.936 -2.698 -2.326
O3 2.051 -0.430 -1.392
O4 -0.085 -1.401 -2.017

***

(3)
Computed, not measured: a 2-piece molecular cluster, C12H31NO2P overall at a distorted geometry, with the ωB97M-V functional and the def2-TZVPD basis.

Output
Kohn-Sham gap in eV: 9.8
DFT total energy in eV: -27812.24360
2S+1: 1
HOMO in eV: -12.9
Lowest unoccupied orbital energy in eV: -3.061
Net charge: +1

CARTESIAN COORDINATES (ANGSTROEM)
C1 2.216 0.334 1.775
C2 2.012 1.762 2.283
P1 0.991 2.611 0.989
C3 2.083 3.947 0.354
N1 -0.294 3.540 1.984
O1 -0.295 4.903 1.647
C4 -1.651 2.909 1.876
C5 -2.107 2.513 0.463
C6 -2.031 1.005 0.232
O2 -3.475 2.904 0.324
H1 3.057 -0.100 2.296
H2 1.320 -0.250 1.927
H3 2.389 0.335 0.707
H4 2.956 2.287 2.311
H5 1.540 1.778 3.258
H6 2.805 4.258 1.097
H7 2.594 3.476 -0.474
H8 1.461 4.761 0.015
H9 -0.031 3.482 2.970
H10 -1.171 5.264 1.885
H11 -1.635 2.062 2.547
H12 -2.388 3.595 2.278
H13 -1.536 3.031 -0.301
H14 -1.128 0.774 -0.314
H15 -1.954 0.462 1.163
H16 -2.909 0.713 -0.321
H17 -3.497 3.786 -0.084
C7 -1.568 -4.198 -0.034
C8 -0.581 -3.047 -0.205
C9 -0.669 -2.364 -1.569
C10 -0.351 -3.261 -2.765
C11 1.029 -3.915 -2.725
C12 2.178 -2.911 -2.731
H18 -1.375 -5.000 -0.746
H19 -1.495 -4.625 0.967
H20 -2.594 -3.855 -0.178
H21 0.436 -3.407 -0.028
H22 -0.778 -2.298 0.571
H23 0.003 -1.499 -1.574
H24 -1.679 -1.960 -1.698
H25 -0.435 -2.664 -3.677
H26 -1.112 -4.042 -2.848
H27 1.125 -4.566 -3.597
H28 1.115 -4.565 -1.850
H29 2.130 -2.269 -3.613
H30 3.139 -3.426 -2.745
H31 2.162 -2.274 -1.844

***

(4)
Computed, not measured: a 6-piece molecular cluster, C54H54O12 overall at a distorted geometry, with the ωB97M-V functional and the def2-TZVPD basis.

Output
Relative energy (zero: lowest compared OMol25 entry of this formula, charge and spin) in eV: 5.506
Kohn-Sham gap in eV: 7.8
DFT total energy in eV: -81436.30289
2S+1: 1
HOMO in eV: -9.4
Lowest unoccupied orbital energy in eV: -1.506

CARTESIAN COORDINATES (ANGSTROEM)
C1 -1.089 -2.510 -1.280
O1 -2.035 -1.641 -0.657
C2 -1.791 -0.273 -0.849
C3 -3.094 0.360 -0.285
O2 -4.264 0.201 -1.022
C4 -4.749 -1.029 -1.289
H1 -0.273 -2.603 -0.562
H2 -0.649 -2.196 -2.226
H3 -1.440 -3.542 -1.275
H4 -1.750 -0.045 -1.914
H5 -0.936 0.126 -0.304
H6 -3.000 1.444 -0.233
H7 -3.211 -0.088 0.702
H8 -4.579 -1.738 -0.479
H9 -4.482 -1.507 -2.232
H10 -5.827 -0.939 -1.416
C5 -2.960 6.084 2.421
O3 -3.831 6.857 1.520
C6 -5.259 6.562 1.392
C7 -5.691 5.085 1.328
O4 -5.677 4.558 0.013
C8 -6.124 3.125 -0.020
H11 -2.558 5.234 1.869
H12 -3.594 5.611 3.171
H13 -2.123 6.734 2.679
H14 -5.726 7.256 0.693
H15 -5.639 6.988 2.321
H16 -6.714 4.957 1.684
H17 -5.091 4.450 1.980
H18 -5.504 2.575 0.688
H19 -5.948 2.727 -1.019
H20 -7.197 3.120 0.173
C9 -3.119 2.517 -5.851
O5 -3.605 1.216 -6.083
C10 -2.729 0.137 -5.728
C11 -1.352 0.042 -6.427
O6 -0.408 -0.825 -5.846
C12 0.434 -0.194 -4.940
H21 -2.243 2.842 -6.412
H22 -2.908 2.792 -4.817
H23 -3.926 3.196 -6.127
H24 -3.177 -0.848 -5.862
H25 -2.554 0.060 -4.655
H26 -1.011 0.978 -6.869
H27 -1.361 -0.381 -7.431
H28 1.236 -0.895 -4.708
H29 -0.196 -0.226 -4.051
H30 0.763 0.803 -5.229
C13 4.694 2.540 1.772
C14 5.515 3.549 1.335
C15 4.986 4.540 0.439
C16 3.890 4.341 -0.353
C17 3.036 3.250 0.060
C18 3.453 2.377 1.084
C19 1.707 2.981 -0.617
O7 0.893 2.220 -0.130
C20 1.435 3.821 -1.807
C21 0.273 3.475 -2.616
C22 -0.007 4.209 -3.688
C23 0.642 5.421 -3.954
C24 1.686 5.794 -3.165
C25 2.136 4.981 -2.147
C26 3.328 5.404 -1.304
O8 3.857 6.492 -1.545
H31 4.997 1.871 2.565
H32 6.467 3.695 1.823
H33 5.620 5.370 0.163
H34 2.751 1.657 1.480
H35 -0.376 2.639 -2.404
H36 -0.836 3.964 -4.336
H37 0.423 6.055 -4.799
H38 2.116 6.739 -3.464
C27 -0.982 -8.108 8.477
C28 0.277 -8.668 8.059
C29 0.743 -8.424 6.770
C30 -0.073 -7.746 5.788
C31 -1.263 -7.048 6.335
C32 -1.687 -7.321 7.673
C33 -1.988 -6.037 5.463
O9 -2.943 -5.401 5.988
C34 -1.366 -5.681 4.076
C35 -1.968 -4.716 3.190
C36 -1.322 -4.395 1.969
C37 -0.113 -4.988 1.639
C38 0.396 -5.971 2.441
C39 -0.229 -6.430 3.655
C40 0.281 -7.611 4.388
O10 1.196 -8.312 3.987
H39 -1.250 -8.150 9.522
H40 0.919 -9.349 8.598
H41 1.651 -8.959 6.534
H42 -2.515 -6.800 8.131
H43 -2.842 -4.139 3.454
H44 -1.614 -3.568 1.339
H45 0.354 -4.802 0.684
H46 1.320 -6.433 2.124
C41 4.376 -2.911 2.594
C42 2.962 -2.853 2.426
C43 2.543 -2.179 1.387
C44 3.407 -1.657 0.399
C45 4.765 -1.466 0.683
C46 5.225 -2.142 1.809
C47 5.719 -0.646 -0.160
O11 6.957 -0.622 0.045
C48 5.107 0.192 -1.269
C49 5.803 1.269 -1.887
C50 5.220 1.968 -2.900
C51 3.959 1.591 -3.350
C52 3.305 0.613 -2.670
C53 3.764 -0.098 -1.589
C54 2.869 -1.098 -0.843
O12 1.783 -1.421 -1.392
H47 4.847 -3.391 3.439
H48 2.402 -3.443 3.136
H49 1.515 -2.168 1.056
H50 6.245 -1.933 2.096
H51 6.777 1.544 -1.511
H52 5.730 2.781 -3.395
H53 3.617 2.246 -4.138
H54 2.391 0.342 -3.177

***

(5)
Computed, not measured: CF4O3PSn as an isolated structure at a distorted geometry, with the ωB97M-V functional and the def2-TZVPD basis.

Output
Kohn-Sham gap in eV: 9.2
DFT total energy in eV: -33166.36768
2S+1: 1
HOMO in eV: -15.7
Lowest unoccupied orbital energy in eV: -6.499
Net charge: +1

CARTESIAN COORDINATES (ANGSTROEM)
C1 -2.848 -1.371 0.338
O1 -0.068 0.949 -0.121
O2 -1.883 -1.968 0.593
O3 -3.882 -0.899 0.109
Sn1 0.409 2.559 -0.981
P1 1.258 0.217 0.042
F1 2.033 1.640 -0.870
F2 2.298 0.599 1.157
F3 0.797 -1.087 0.847
F4 1.886 -0.640 -1.114

***

(6)
Computed, not measured: a 2-piece molecular cluster, CH6S2 overall at a distorted geometry, with the ωB97M-V functional and the def2-TZVPD basis.

Output
Relative energy (zero: lowest compared OMol25 entry of this formula, charge and spin) in eV: 0.165
Kohn-Sham gap in eV: 9.9
DFT total energy in eV: -22804.46467
2S+1: 1
HOMO in eV: -9.8
Lowest unoccupied orbital energy in eV: 0.121

CARTESIAN COORDINATES (ANGSTROEM)
C1 -4.385 1.693 -1.489
H1 -3.393 1.586 -1.062
H2 -4.980 2.330 -0.838
H3 -4.262 2.073 -2.503
H4 -4.924 0.751 -1.579
S1 5.406 -1.807 2.924
S2 6.378 -2.019 1.043
H5 4.901 -3.004 3.114
H6 5.258 -1.603 0.389

***

(7)
Computed, not measured: one molecule with the formula C2H2OS at a distorted geometry, with the ωB97M-V functional and the def2-TZVPD basis.

Output
Relative energy (zero: lowest compared OMol25 entry of this formula, charge and spin) in eV: 2.193
Kohn-Sham gap in eV: 7.8
DFT total energy in eV: -14985.51805
2S+1: 1
HOMO in eV: -9.7
Lowest unoccupied orbital energy in eV: -1.838

CARTESIAN COORDINATES (ANGSTROEM)
C1 0.928 0.777 -0.132
C2 -0.063 -0.048 0.526
H1 1.853 -0.039 -0.560
H2 -0.529 0.339 1.583
O1 0.619 2.127 -0.084
S1 -0.717 -1.356 -0.170

***

(8)
Computed, not measured: C5H5N as an isolated structure, with the ωB97M-V functional and the def2-TZVPD basis.

Output
Relative energy (zero: lowest compared OMol25 entry of this formula, charge and spin) in eV: 7.393
Kohn-Sham gap in eV: 8.7
DFT total energy in eV: -6748.51453
2S+1: 1
HOMO in eV: -8.7
Lowest unoccupied orbital energy in eV: -0.009

CARTESIAN COORDINATES (ANGSTROEM)
C1 0.878 -0.272 -0.127
C2 -0.351 -0.549 0.807
C3 -0.620 -1.857 0.230
N1 0.035 0.362 -1.192
C4 0.663 1.192 -0.198
C5 -0.717 0.751 0.059
H1 1.775 -0.852 -0.308
H2 -0.174 -0.512 1.887
H3 -1.109 -1.663 -0.748
H4 1.253 2.067 -0.425
H5 -1.632 1.333 0.016

***

Among the records above, which one has the highest 2S+1? C18H18ClCoN3O4Sb

***

Among the records above, which one has the highest DFT total energy? C5H5N

***

Which of these has the lowest DFT total energy? C51H43AsN3O7P2S2SiW